[1]
Entry from the OMol25 dataset: C4H13N4O9Sn2 as an isolated structure (ωB97M-V/def2-TZVPD).

Properties
- orbital gap (hartree) = 0.315
- energy above the lowest of the compared OMol25 structures with the same formula, charge and spin (eV) = 1.7992
- LUMO (eV) = -13.03
- strongest force on any atom (eV/A) = 8.6

Geometry as ORCA input:
```
! RIJCOSX wB97M-V def2-TZVPD def2/J DEFGRID3
* xyz 3 1
Sn -2.256 -0.577 -1.760
Sn -0.326 -3.408 0.182
O -0.877 -1.431 -0.275
H -0.258 -0.682 -0.175
C -0.100 2.742 -0.821
N -1.224 1.964 -0.221
O -1.324 0.782 -0.425
O -2.029 2.603 0.440
H 0.468 3.204 -0.013
H -0.665 3.427 -1.453
H 0.566 2.168 -1.466
C 1.159 0.108 1.262
N 1.934 -1.133 0.953
O 1.358 -2.122 0.691
O 3.159 -1.025 1.084
H 0.168 -0.026 0.829
H 1.779 0.950 0.954
H 1.115 0.047 2.350
C -1.880 0.137 1.586
N -1.557 -1.225 2.019
O -0.348 -1.460 2.320
O -2.501 -2.025 2.146
H -1.995 0.141 0.502
H -1.092 0.853 1.821
H -2.830 0.358 2.074
C 1.871 -1.045 -2.273
N 0.788 -0.061 -1.916
O 1.043 0.581 -0.936
O -0.326 -0.078 -2.520
H 1.832 -1.790 -1.478
H 2.809 -0.491 -2.272
H 1.537 -1.487 -3.212
*
```

Results of the natural (NBO) charge analysis, in e, for atoms 1 through 5: atom 1 (Sn): 1.72, atom 2 (Sn): 1.78, atom 3 (O): -1.45, atom 4 (H): 0.57, atom 5 (C): -0.48


[2]
Entry from the OMol25 dataset: a 2-piece molecular cluster, C4H13NO overall (ωB97M-V/def2-TZVPD).

Properties
- orbital gap (hartree) = 0.332
- energy above the lowest of the compared OMol25 structures with the same formula, charge and spin (eV) = 2.1611
- LUMO (eV) = 0.81
- strongest force on any atom (eV/A) = 3.7
- SMILES = CCN(C)C.O

Geometry as ORCA input:
```
! RIJCOSX wB97M-V def2-TZVPD def2/J DEFGRID3
* xyz 0 1
C -2.127 -0.878 -0.858
C -0.578 -1.191 -0.549
N 0.200 -0.057 -0.075
C -0.447 0.827 0.968
C 0.970 0.649 -1.006
H -2.138 0.190 -1.219
H -2.597 -0.962 0.164
H -2.493 -1.585 -1.616
H -0.559 -2.019 0.245
H 0.025 -1.536 -1.371
H -1.298 1.260 0.460
H -0.892 0.145 1.772
H 0.238 1.606 1.437
H 0.242 1.013 -1.887
H 1.815 -0.005 -1.403
H 1.570 1.557 -0.410
O 2.858 0.422 2.183
H 1.880 0.343 1.879
H 3.332 0.224 1.284
*
```

Results of the natural (NBO) charge analysis, in e, for atoms 1 through 5: atom 1 (C): -0.65, atom 2 (C): -0.20, atom 3 (N): -0.50, atom 4 (C): -0.44, atom 5 (C): -0.41


[3]
Entry from the OMol25 dataset: a 2-piece molecular cluster, C4H13NO overall (ωB97M-V/def2-TZVPD).

Properties
- orbital gap (hartree) = 0.348
- energy above the lowest of the compared OMol25 structures with the same formula, charge and spin (eV) = 0.8422
- LUMO (eV) = 0.77
- strongest force on any atom (eV/A) = 1.9
- SMILES = CCNCC.O

Geometry as ORCA input:
```
! RIJCOSX wB97M-V def2-TZVPD def2/J DEFGRID3
* xyz 0 1
C 1.881 -0.990 1.375
C 1.009 -0.098 0.580
N -0.403 -0.338 0.936
C -1.341 0.376 0.072
C -2.776 -0.092 0.268
H 1.725 -2.056 1.137
H 1.797 -0.858 2.467
H 2.900 -0.706 1.063
H 1.185 0.987 0.716
H 1.208 -0.340 -0.482
H -0.598 -1.347 0.935
H -1.183 1.471 0.025
H -1.223 -0.024 -0.954
H -2.838 -1.172 0.049
H -3.339 0.456 -0.506
H -3.249 0.096 1.246
O 1.514 1.761 -3.220
H 2.285 2.073 -2.694
H 1.446 0.801 -3.015
*
```

Results of the natural (NBO) charge analysis, in e, for atoms 1 through 5: atom 1 (C): -0.61, atom 2 (C): -0.21, atom 3 (N): -0.63, atom 4 (C): -0.21, atom 5 (C): -0.61


[4]
Entry from the OMol25 dataset: a 2-piece molecular cluster, C4H13NO overall (ωB97M-V/def2-TZVPD).

Properties
- orbital gap (hartree) = 0.350
- energy above the lowest of the compared OMol25 structures with the same formula, charge and spin (eV) = 2.5179
- LUMO (eV) = 0.93
- strongest force on any atom (eV/A) = 3.5
- SMILES = CNC(C)C.O

Geometry as ORCA input:
```
! RIJCOSX wB97M-V def2-TZVPD def2/J DEFGRID3
* xyz 0 1
C -0.836 1.479 -0.473
N -0.595 -0.030 -0.124
C 0.799 -0.708 0.088
C 1.431 -1.372 -1.173
C 1.681 0.330 0.873
H 0.143 2.056 -0.319
H -1.517 1.186 -1.309
H -1.587 1.982 0.331
H -1.131 -0.550 -0.787
H 0.608 -1.613 0.847
H 2.325 -1.847 -0.798
H 0.838 -2.174 -1.657
H 1.699 -0.413 -1.735
H 1.801 1.207 0.245
H 1.124 0.721 1.791
H 2.614 -0.082 1.315
O -3.429 0.188 0.753
H -3.485 -0.430 1.495
H -2.484 0.071 0.637
*
```

Results of the natural (NBO) charge analysis, in e, for atoms 1 through 5: atom 1 (C): -0.47, atom 2 (N): -0.71, atom 3 (C): -0.01, atom 4 (C): -0.64, atom 5 (C): -0.64


[5]
Entry from the OMol25 dataset: a 2-piece molecular cluster, C4H13NO overall (ωB97M-V/def2-TZVPD).

Properties
- orbital gap (hartree) = 0.378
- energy above the lowest of the compared OMol25 structures with the same formula, charge and spin (eV) = 0.7618
- LUMO (eV) = 0.77
- strongest force on any atom (eV/A) = 1.6
- SMILES = CCC.NCO

Geometry as ORCA input:
```
! RIJCOSX wB97M-V def2-TZVPD def2/J DEFGRID3
* xyz 0 1
C 1.184 3.145 1.725
C 0.374 2.539 0.607
C 1.292 1.944 -0.452
H 1.848 2.385 2.130
H 0.555 3.537 2.522
H 1.746 3.978 1.330
H -0.173 3.328 0.089
H -0.414 1.906 1.019
H 1.692 1.002 -0.218
H 0.903 1.845 -1.464
H 2.142 2.612 -0.528
N -0.907 -2.975 -0.231
C -1.344 -3.761 -1.326
O -2.673 -4.236 -1.111
H 0.071 -2.915 -0.020
H -1.423 -2.114 -0.139
H -1.413 -3.245 -2.290
H -0.700 -4.624 -1.481
H -2.760 -4.350 -0.161
*
```

Results of the natural (NBO) charge analysis, in e, for atoms 1 through 5: atom 1 (C): -0.60, atom 2 (C): -0.40, atom 3 (C): -0.61, atom 4 (H): 0.20, atom 5 (H): 0.21


[6]
Entry from the OMol25 dataset: a 2-piece molecular cluster, C4H13NO overall (ωB97M-V/def2-TZVPD).

Properties
- orbital gap (hartree) = 0.328
- energy above the lowest of the compared OMol25 structures with the same formula, charge and spin (eV) = 0.6750
- LUMO (eV) = 0.60
- strongest force on any atom (eV/A) = 1.1
- SMILES = CCNCC.O

Geometry as ORCA input:
```
! RIJCOSX wB97M-V def2-TZVPD def2/J DEFGRID3
* xyz 0 1
C 0.534 2.005 -1.115
C -0.383 1.297 -0.121
N -0.698 -0.055 -0.561
C -1.553 -0.809 0.334
C -0.836 -2.071 0.860
H 0.528 3.087 -0.956
H 1.559 1.654 -1.020
H 0.192 1.862 -2.139
H -1.298 1.902 -0.158
H 0.026 1.273 0.897
H 0.189 -0.527 -0.653
H -1.783 -0.199 1.214
H -2.492 -1.149 -0.113
H -0.545 -2.747 0.062
H -1.468 -2.570 1.600
H 0.031 -1.725 1.431
O 2.396 -0.216 -0.038
H 3.030 0.153 0.596
H 2.570 -1.166 -0.120
*
```

Results of the natural (NBO) charge analysis, in e, for atoms 1 through 5: atom 1 (C): -0.62, atom 2 (C): -0.21, atom 3 (N): -0.64, atom 4 (C): -0.21, atom 5 (C): -0.62


[7]
Entry from the OMol25 dataset: a 2-piece molecular cluster, C4H13NO2 overall (ωB97M-V/def2-TZVPD).

Properties
- orbital gap (hartree) = 0.369
- energy above the lowest of the compared OMol25 structures with the same formula, charge and spin (eV) = 1.6580
- LUMO (eV) = 0.89
- strongest force on any atom (eV/A) = 3.7
- SMILES = C[C@@H](O)CCN.O

Geometry as ORCA input:
```
! RIJCOSX wB97M-V def2-TZVPD def2/J DEFGRID3
* xyz 0 1
C -1.289 -0.383 2.155
C -0.345 -0.297 1.003
O 0.787 -1.150 1.349
C -0.899 -0.634 -0.385
C 0.238 -1.197 -1.330
N 1.269 -0.202 -1.469
H -1.739 -1.408 2.170
H -0.709 -0.242 2.986
H -2.207 0.178 2.076
H 0.005 0.824 0.911
H 0.522 -1.946 1.785
H -1.190 0.222 -0.898
H -1.802 -1.385 -0.299
H -0.353 -1.550 -2.266
H 0.590 -2.063 -0.746
H 1.084 0.544 -2.219
H 2.089 -0.753 -1.742
O 0.921 3.876 -1.116
H 1.473 4.245 -0.458
H 1.556 3.321 -1.507
*
```

Results of the natural (NBO) charge analysis, in e, for atoms 1 through 5: atom 1 (C): -0.63, atom 2 (C): 0.10, atom 3 (O): -0.74, atom 4 (C): -0.42, atom 5 (C): -0.21


[8]
Entry from the OMol25 dataset: a 2-piece molecular cluster, C4H13NO2 overall (ωB97M-V/def2-TZVPD).

Properties
- orbital gap (hartree) = 0.375
- energy above the lowest of the compared OMol25 structures with the same formula, charge and spin (eV) = 0.6430
- LUMO (eV) = 0.71
- strongest force on any atom (eV/A) = 0.9
- SMILES = C[C@H](O)CCN.O

Geometry as ORCA input:
```
! RIJCOSX wB97M-V def2-TZVPD def2/J DEFGRID3
* xyz 0 1
C 0.941 -0.666 2.074
C 0.824 0.418 1.027
O 0.348 1.587 1.669
C -0.117 0.010 -0.100
C -0.127 0.902 -1.342
N 1.204 1.521 -1.642
H 0.058 -0.633 2.719
H 1.790 -0.494 2.729
H 1.005 -1.667 1.655
H 1.835 0.602 0.651
H 0.692 2.348 1.191
H 0.028 -1.033 -0.378
H -1.114 0.056 0.352
H -0.443 0.280 -2.192
H -0.828 1.729 -1.252
H 1.937 0.894 -1.319
H 1.359 1.534 -2.647
O -3.152 -2.361 -0.687
H -2.545 -2.994 -1.100
H -3.693 -2.031 -1.410
*
```

Results of the natural (NBO) charge analysis, in e, for atoms 1 through 5: atom 1 (C): -0.62, atom 2 (C): 0.09, atom 3 (O): -0.73, atom 4 (C): -0.44, atom 5 (C): -0.22


[9]
Entry from the OMol25 dataset: a 3-piece molecular cluster, C4H13NO2 overall (ωB97M-V/def2-TZVPD).

Properties
- orbital gap (hartree) = 0.329
- energy above the lowest of the compared OMol25 structures with the same formula, charge and spin (eV) = 1.3557
- LUMO (eV) = 0.33
- strongest force on any atom (eV/A) = 2.3
- SMILES = C1CCNC1.O.O

Geometry as ORCA input:
```
! RIJCOSX wB97M-V def2-TZVPD def2/J DEFGRID3
* xyz 0 1
C 0.363 0.659 -1.342
C 0.732 0.398 0.158
C 0.854 1.765 0.811
N 0.058 2.644 -0.116
C -0.630 1.789 -1.096
H 0.254 -0.361 -1.693
H 1.198 1.062 -1.911
H 1.618 -0.218 0.312
H -0.086 -0.123 0.661
H 0.566 1.832 1.856
H 1.830 2.245 0.686
H -0.692 3.215 0.258
H -0.881 2.409 -1.959
H -1.569 1.338 -0.726
O -2.811 -3.400 0.803
H -2.186 -2.863 0.333
H -3.532 -2.722 0.811
O 1.933 -3.044 0.782
H 1.816 -3.606 0.028
H 1.163 -3.018 1.344
*
```

Results of the natural (NBO) charge analysis, in e, for atoms 1 through 5: atom 1 (C): -0.43, atom 2 (C): -0.41, atom 3 (C): -0.24, atom 4 (N): -0.63, atom 5 (C): -0.22


[10]
Entry from the OMol25 dataset: a 3-piece molecular cluster, C4H13NO2 overall (ωB97M-V/def2-TZVPD).

Properties
- orbital gap (hartree) = 0.319
- energy above the lowest of the compared OMol25 structures with the same formula, charge and spin (eV) = 1.4226
- LUMO (eV) = 0.61
- strongest force on any atom (eV/A) = 2.2
- SMILES = C=C(C)NC.O.O

Geometry as ORCA input:
```
! RIJCOSX wB97M-V def2-TZVPD def2/J DEFGRID3
* xyz 0 1
C 2.626 0.808 0.288
C 1.760 -0.127 -0.108
C 1.996 -1.592 0.125
N 0.555 0.260 -0.687
C -0.156 -0.642 -1.614
H 3.523 0.661 0.883
H 2.389 1.849 0.092
H 2.855 -2.040 -0.347
H 1.104 -2.200 0.099
H 2.333 -1.661 1.159
H 0.077 1.096 -0.416
H -0.537 -1.531 -1.118
H 0.618 -1.030 -2.273
H -0.800 -0.075 -2.257
O -5.091 1.656 0.631
H -4.259 2.149 0.511
H -4.858 0.734 0.497
O -1.685 0.703 1.359
H -1.013 0.190 0.894
H -1.434 0.793 2.281
*
```

Results of the natural (NBO) charge analysis, in e, for atoms 1 through 5: atom 1 (C): -0.51, atom 2 (C): 0.19, atom 3 (C): -0.68, atom 4 (N): -0.65, atom 5 (C): -0.42